C6H7NS in the gas phase at a distorted geometry, computed with ωB97M-V/def2-TZVPD.

```
15
Properties=species:S:1:pos:R:3:mulliken_charge:R:1
H 1.1306 2.4297 -0.1445 0.28
H 0.2556 -2.6892 -0.2260 0.27
H -0.5209 3.0624 0.0695 0.33
S -1.8065 0.3054 0.6000 -0.06
C 0.9813 -0.7434 0.0150 -0.54
N 2.8008 0.4287 -1.1923 -0.55
C 0.2129 2.3504 0.4451 -0.89
C -1.3587 -1.5029 0.2334 -0.67
H -2.0751 -1.9613 -0.3414 0.49
H -1.4406 -1.9903 1.2620 0.33
C 1.9157 -0.1045 -0.6859 0.54
C 0.0111 -1.6611 -0.4791 -0.31
H 0.4119 2.7473 1.4857 0.27
C -0.3058 0.9943 0.5251 0.21
H -0.2122 -1.6654 -1.5665 0.30
```

Properties
Multiplicity ... 1
Max |F| ... 4.290 eV Å⁻¹
Energy above the lowest of the compared OMol25 structures with the same formula, charge and spin ... 129.9 kcal per mole
Frontier orbital gap (spin up / spin down) ... 6.448 / 6.449 eV

---

2 unconnected molecules or ions with the total composition C6H7NS at a distorted geometry, computed with ωB97M-V/def2-TZVPD.

```
15
Properties=species:S:1:pos:R:3:mulliken_charge:R:1
H -0.1715 -2.4982 -1.5891 0.51
C 1.7721 0.6548 0.7669 -1.34
C -0.1371 -1.6561 -1.0370 -0.25
C -0.5189 -0.4092 -1.3551 -0.61
N -3.6699 0.6255 0.6736 -0.41
H -0.4281 1.6415 -0.4814 0.38
S 0.4124 -1.8289 0.6116 -0.14
H 1.7408 1.6313 0.5386 0.46
C 0.3873 -0.0200 0.8585 0.18
H 2.2241 0.4325 1.6698 0.40
H -0.1392 0.2620 1.7312 0.43
C -0.4795 0.5164 -0.2527 -0.23
C -2.5843 0.5609 0.3218 0.04
H 2.5242 0.3386 -0.0657 0.30
H -0.9325 -0.2510 -2.3910 0.29
```

Properties
Multiplicity ... 1
Max |F| ... 4.417 eV Å⁻¹
Energy above the lowest of the compared OMol25 structures with the same formula, charge and spin ... 83.1 kcal per mole
Frontier orbital gap ... 8.418 eV

---

A molecular structure, C6H7NS at a distorted geometry, computed with ωB97M-V/def2-TZVPD.

```
15
Properties=species:S:1:pos:R:3:mulliken_charge:R:1
H 1.8313 -0.2951 1.4852 0.21
H -0.2276 -0.5621 -4.1121 0.35
H -1.9370 0.5772 -2.6713 0.18
H 0.8178 -1.7369 0.8259 0.26
C -0.0375 -0.0857 -3.2412 -0.39
C 0.8216 -0.5904 1.2525 -0.41
S -0.9473 1.0102 1.6777 -0.14
H 0.6318 0.1110 3.3948 0.35
H -0.5101 2.0452 -2.5111 0.28
C -0.8136 0.9528 -2.4909 -0.08
N 0.4466 -0.7273 -2.1404 -0.53
H -0.6021 -1.2438 2.8974 0.25
C 0.0904 -0.3576 2.6067 -0.48
C 0.0726 0.3683 0.4748 -0.07
C -0.2791 0.1064 -1.3908 0.21
```

Properties
Multiplicity ... 1
Max |F| ... 6.563 eV Å⁻¹
Energy above the lowest of the compared OMol25 structures with the same formula, charge and spin ... 170.9 kcal per mole
Frontier orbital gap (spin up / spin down) ... 8.031 / 6.955 eV

---

Q: What is the formula in the third record?
A: C6H7NS